59
Properties=species:S:1:pos:R:3:forces:R:3 method="wB97M-V/def2-TZVPD" charge=+1 e_lumo_ev="-2.8 / -6.5" multiplicity=4 homo_energy_ev="-9.43 / -12.05" de_lowest_kj_mol=0.0
Au -1.96304 -0.79508 -0.39753 0.0 -0.1 0.1
S -3.05436 -3.84554 -1.00884 0.0 0.0 0.0
S 1.63404 4.05743 3.34034 0.4 -0.2 -0.5
S -0.28788 0.13559 -3.38730 0.0 0.0 0.0
O 1.75046 3.11752 4.47885 -0.2 0.0 0.2
O -1.21125 1.24011 -2.94899 0.0 0.0 0.1
O 1.05930 5.25314 3.93420 -0.1 0.1 0.2
O 2.88088 4.20760 2.65148 -0.2 0.0 0.0
N -0.00659 -0.70711 0.50815 0.0 0.0 -0.1
N -2.20679 1.41089 -0.33238 -0.1 -0.1 -0.1
N 1.56269 -0.32259 2.16656 0.0 0.0 0.0
C 3.10627 -1.61917 0.67778 0.0 0.0 0.0
C 2.45584 -1.46665 4.19981 0.0 0.0 0.0
C 1.92608 -0.18108 3.58429 0.0 0.0 0.0
C 0.46339 3.36190 2.22214 0.1 0.0 0.1
C -1.49602 -3.56062 -4.42781 0.0 0.0 0.0
C 0.26728 0.61664 -5.02195 0.0 0.0 0.0
C -0.71283 -2.48950 -4.02933 0.0 0.0 0.0
C -2.85901 -3.38455 -4.63092 0.0 0.0 0.0
C 0.31009 -0.55814 1.76683 0.0 0.0 0.0
C -1.31011 -1.24684 -3.86269 0.0 0.0 0.0
C -0.04563 2.43726 0.07636 0.0 0.0 0.0
C -0.82861 3.10902 2.66092 0.0 0.0 0.0
C 2.65178 -0.25613 1.18927 0.0 0.0 0.0
C -1.32555 2.13791 0.52549 0.1 0.0 0.0
C -1.72589 2.49022 1.80804 0.0 0.0 0.0
C -2.66979 -1.05719 -4.05236 0.0 0.0 0.0
C -3.44570 -2.14085 -4.43827 0.0 0.0 0.0
C -1.99313 -2.75902 -0.67168 0.0 0.0 0.0
C 0.85650 3.04710 0.92932 0.0 0.0 0.0
C -0.77852 -0.66051 2.79394 0.0 0.0 0.1
H -0.52303 -1.40470 3.54739 0.0 0.0 0.0
H 2.28482 -2.19335 0.24723 0.0 0.0 0.0
H -1.04707 -4.53455 -4.56741 0.0 0.0 0.0
H 3.53477 -2.21270 1.48339 0.0 0.0 0.0
H -0.92948 0.29513 3.29623 0.0 -0.1 0.0
H 3.40979 -1.75651 3.76006 0.0 0.0 0.0
H 2.67915 0.60522 3.63688 0.0 0.0 0.0
H 0.82730 -0.20824 -5.46060 0.0 0.0 0.0
H 0.90587 1.48994 -4.90456 0.0 0.0 0.0
H 3.87015 -1.49032 -0.08896 0.0 0.0 0.0
H -4.50872 -2.01354 -4.59299 0.0 0.0 0.0
H 0.74645 -0.70927 -0.16435 0.0 0.0 0.0
H -1.13265 3.39163 3.66068 0.0 0.0 0.0
H -2.01409 1.58758 -1.32954 0.1 0.0 0.1
H 0.23384 2.19232 -0.94151 0.0 0.0 0.0
H 1.85779 3.28885 0.59891 0.0 0.0 0.0
H -3.17896 1.62384 -0.13476 0.0 0.0 0.0
H -1.70644 -0.96199 2.31551 0.0 0.0 0.0
H -0.60970 0.85431 -5.62179 0.0 0.0 0.0
H 1.75319 -2.28989 4.06232 0.0 0.0 0.0
H 2.61269 -1.32702 5.26905 0.0 0.0 0.0
H -3.10018 -0.07452 -3.90665 0.0 0.0 0.0
H 3.48029 0.25701 1.67523 0.0 0.0 0.0
H -3.46911 -4.22514 -4.93393 0.0 0.0 0.0
H 2.33826 0.39139 0.36480 0.0 0.0 0.0
H -2.73540 2.28172 2.14202 0.0 0.0 0.0
H 1.06786 0.19160 4.13625 0.0 0.0 0.0
H 0.34875 -2.62054 -3.85264 0.0 0.0 0.0


59
Properties=species:S:1:pos:R:3:forces:R:3 method="wB97M-V/def2-TZVPD" charge=-1 e_lumo_ev="2.6 / 2.6" multiplicity=5 homo_energy_ev="-2.30 / -2.35"
Pm -0.10311 0.92989 0.01332 -2.4 0.5 5.4
Cl -0.05247 -1.79173 -0.11032 -0.2 -0.3 0.3
F 0.09260 3.28919 2.17087 0.2 -1.0 1.6
F -0.05579 2.44810 4.22030 -0.4 -0.9 0.7
F -0.70980 0.91755 2.44778 0.5 1.2 1.4
F -2.08313 2.72615 3.07812 0.7 -0.2 0.9
O -4.09441 0.02890 -2.01802 -1.3 -0.4 -0.2
O 4.31463 1.05365 0.95277 0.8 -0.2 0.4
N 2.19798 0.35584 1.17205 1.3 0.8 -1.5
N -2.65413 0.44325 -0.35561 0.0 -0.1 -2.5
C 1.83740 0.58306 -1.78819 0.8 -2.7 -1.9
C 2.88828 -0.27902 2.32348 -0.3 0.3 -0.2
C -0.55411 0.29715 -2.68497 3.5 -1.7 -0.3
C 2.74553 1.47327 -0.95823 0.6 0.5 0.5
C -2.90685 0.47301 -1.64577 1.4 -0.4 3.3
C 3.61345 -1.05757 -2.29835 0.4 -0.9 -0.4
C -3.83345 -0.12694 0.36022 0.8 0.3 0.0
C -1.90046 0.94892 -2.68591 -1.2 0.7 -0.2
C 2.09154 -0.10962 3.60873 0.1 0.1 0.1
C -3.44845 -1.41213 1.07828 0.2 -0.1 0.0
C -0.13894 -0.88681 -3.31432 -0.8 0.3 0.0
C -4.80311 -0.40627 -0.78754 -0.5 0.9 -0.8
C 3.10033 0.95038 0.42968 -2.5 -1.5 1.4
C 3.08322 -1.76015 2.03077 0.0 -0.2 -0.3
C 0.55121 0.80852 -2.03532 -2.9 6.2 -0.7
C 2.19812 -0.60614 -2.45783 0.5 0.1 0.2
C 4.22880 0.46249 2.32210 0.1 0.6 -0.4
C 1.21249 -1.28983 -3.20849 0.4 -0.5 -0.2
C -4.37246 0.87998 1.36859 -0.2 0.4 -0.2
C -1.22007 -1.62577 -4.02152 0.0 -1.1 -0.6
B -0.74378 2.35321 3.03678 0.6 1.0 -2.2
H 2.71422 -0.43685 4.45138 -0.1 0.0 0.0
H 1.18400 -0.72512 3.57550 0.2 0.2 0.0
H 3.69187 1.64489 -1.49763 -0.4 0.2 0.2
H -1.78146 -0.93427 -4.68634 0.4 -0.5 0.2
H 5.11469 -0.17307 2.45772 -0.3 0.2 -0.1
H 3.75755 -1.89551 1.17113 -0.2 0.0 0.2
H 4.24110 1.29303 3.04358 0.0 -0.1 -0.3
H -1.22792 2.62132 1.12999 -0.8 -0.7 -3.2
H 1.78896 0.93033 3.76776 0.0 -0.2 0.0
H -4.76038 1.76189 0.83272 0.2 -0.2 0.3
H -3.59212 1.21173 2.06364 -0.1 -0.1 -0.2
H 1.51693 -2.22567 -3.72794 -0.3 0.7 0.4
H 2.25841 2.46600 -0.79974 0.3 -0.5 -0.3
H -2.38429 0.84316 -3.67610 0.2 0.2 0.4
H 3.84326 -1.80447 -3.08561 0.3 0.3 0.5
H -5.04989 -1.45855 -0.91575 0.0 0.0 0.0
H 2.11869 -2.22668 1.79397 0.2 0.1 0.0
H -5.19765 0.42013 1.92752 0.1 0.1 0.0
H -4.35580 -1.84459 1.51889 0.1 0.0 0.0
H -5.74126 0.19947 -0.72059 0.7 -0.5 -0.1
H 4.31227 -0.19818 -2.36526 -0.3 -0.6 -0.1
H 3.53645 -2.24080 2.90635 -0.1 0.0 -0.1
H 3.75483 -1.52159 -1.29397 -0.1 0.2 -0.6
H -0.78049 -2.45758 -4.60902 -0.6 0.3 0.2
H -3.00670 -2.12416 0.37492 0.0 0.0 0.2
H -1.95430 -2.02450 -3.28211 0.5 0.1 -0.5
H -2.71626 -1.21019 1.87287 -0.2 -0.1 -0.3
H -1.76575 2.03931 -2.47135 0.0 -0.7 -0.3


63
Properties=species:S:1:pos:R:3:forces:R:3 method="wB97M-V/def2-TZVPD" charge=-1 e_lumo_ev=1.7 multiplicity=1 homo_energy_ev=-3.60 de_lowest_kj_mol=0.0
Ba 0.33288 -0.30304 -0.09500 0.2 0.5 -0.1
I -2.99478 4.24121 -2.80610 0.0 0.0 0.0
Sb 0.31389 -3.09498 -2.38943 0.1 -0.1 -0.2
S -0.89848 -3.95166 -4.11935 0.0 0.0 0.1
S 2.23792 -4.10491 -1.61060 0.0 0.0 0.0
S -1.10846 -2.86763 -0.47493 -0.1 0.0 0.2
S 1.03316 -0.87492 -2.97113 0.0 0.0 0.1
S -1.71795 2.01559 1.51189 0.0 0.0 -0.1
N 0.81231 2.65077 -1.64763 0.0 -0.1 0.1
N -2.15560 0.30063 -1.46236 0.1 0.0 0.1
N 3.09349 -1.03474 0.02998 0.0 -0.1 0.0
N 1.32826 -1.57411 2.29708 0.0 0.0 0.0
N -2.71231 -0.16827 2.75899 0.1 0.0 0.1
N -3.08211 -0.23024 0.63091 0.0 0.0 0.1
N 2.28824 1.08485 1.69001 0.0 0.0 0.0
C 2.23455 -2.60407 1.78057 0.1 0.0 0.0
C -3.32522 -1.38047 2.48960 -0.1 -0.1 -0.2
C 3.43946 -2.07272 1.00641 0.0 -0.1 -0.1
C 1.35616 2.26191 -2.79660 0.1 0.0 -0.1
C -3.53549 -1.42819 1.16321 -0.2 0.0 0.2
C 2.77504 0.38465 2.87323 0.0 0.0 0.0
C -0.51068 3.02273 -4.06972 0.0 0.0 0.1
C -3.45453 0.14727 -3.45341 -0.1 0.0 0.1
C 3.93691 0.14939 0.02785 0.0 0.1 -0.1
C -2.52662 0.54068 1.62143 -0.1 -0.1 -0.3
C -4.59582 -0.08489 -2.70507 0.0 0.0 -0.1
C -1.08381 3.41583 -2.86754 0.1 0.0 0.0
C -3.24170 0.03097 -0.77210 -0.1 0.0 0.1
C -2.25528 0.34555 -2.78862 -0.1 0.0 -0.1
C 0.73647 2.42769 -4.02828 0.0 0.0 0.0
C -2.30849 0.29450 4.06655 0.0 0.0 0.1
C 3.29862 1.40702 0.68588 0.0 -0.1 -0.1
C 1.80488 -0.70081 3.35633 0.0 0.0 0.0
C -0.39555 3.21184 -1.68450 -0.1 0.1 0.0
C -4.49966 -0.14359 -1.32410 0.1 0.0 -0.1
H -2.49014 1.36492 4.13793 0.0 0.0 0.0
H -3.90484 -2.21262 0.52985 0.0 0.0 0.0
H 3.03295 -1.45938 -0.89742 0.0 0.0 0.0
H 4.90461 -0.05953 0.50015 0.0 0.0 0.0
H 4.21076 -1.69230 1.67935 0.0 0.0 0.0
H 1.20766 2.05134 -4.92448 0.0 0.0 0.0
H 2.61040 -3.26280 2.58024 0.0 0.0 0.0
H 4.15645 0.41556 -1.00867 0.1 0.0 0.0
H -5.55147 -0.24065 -3.18806 0.0 0.0 0.0
H -1.24837 0.11165 4.23554 0.0 0.0 0.0
H 4.10970 2.03324 1.08876 0.0 0.0 0.0
H -1.03836 3.14766 -5.00547 0.0 0.0 0.0
H 2.29212 -1.24628 4.18228 0.0 0.0 0.0
H -3.51502 -2.10861 3.25548 0.0 0.0 0.0
H 3.73752 -0.06049 2.63380 0.0 0.0 0.0
H 2.79246 1.99940 -0.08033 0.0 0.0 0.0
H -5.35992 -0.34674 -0.70402 0.0 0.0 0.1
H 1.77954 1.92197 1.94602 0.0 0.0 0.0
H 1.64768 -3.21844 1.09108 0.0 0.0 0.0
H -3.47737 0.14408 -4.53296 0.0 0.0 0.0
H -1.32692 0.47345 -3.32789 0.1 0.0 0.0
H 0.46384 -2.03134 2.56642 0.1 0.0 0.0
H -0.83897 3.48823 -0.73647 0.0 0.0 0.0
H -2.89316 -0.23689 4.81447 0.0 0.0 0.0
H 2.96188 1.06995 3.71159 0.0 0.0 0.0
H 2.32384 1.78147 -2.73677 0.0 0.0 0.0
H 0.92802 -0.19960 3.77280 0.0 0.0 0.1
H 3.86541 -2.94106 0.49334 0.0 0.0 0.0


61
Properties=species:S:1:pos:R:3:forces:R:3 method="wB97M-V/def2-TZVPD" charge=+1 e_lumo_ev="-2.1 / -2.1" multiplicity=2 homo_energy_ev="-9.71 / -9.69" de_lowest_kj_mol=27.4
Br 5.42852 -2.37029 -4.03199 0.0 0.0 0.0
Br 3.20948 -4.05241 0.87439 0.0 0.0 0.0
Co 0.05917 -0.36782 -0.15985 -0.1 0.2 0.3
O -0.98008 1.32263 -0.02029 0.1 0.1 -0.1
O 1.46417 0.93557 1.14579 0.0 0.0 0.0
O 1.15426 -1.84843 0.17815 0.1 -0.1 -0.1
O -1.59672 -1.21334 -1.21627 0.0 0.0 -0.1
O -0.55251 -0.62725 1.79282 -0.2 -0.1 -0.1
N 1.10978 -0.16180 -1.84839 0.1 -0.3 0.0
N 0.56218 -1.76139 3.40390 0.0 0.1 0.0
N -3.48057 -0.43822 -2.18747 0.0 0.0 0.1
N -3.53914 -1.34954 -0.06002 0.0 0.1 0.0
N -1.39929 3.18274 1.16142 0.0 0.0 0.0
C -0.59909 2.18582 0.78737 -0.1 0.0 0.1
C 0.82562 2.17816 1.32922 0.0 0.1 0.0
C -0.94156 4.28065 2.00853 0.0 0.0 0.0
C -2.81664 -1.01497 -1.16189 0.0 -0.1 0.1
C 1.00949 0.64732 -2.87953 0.0 0.1 -0.1
C 2.10879 -1.98058 -0.70354 -0.1 0.2 0.0
C 2.96692 -0.29759 -3.92539 0.0 0.0 0.0
C 3.08511 -1.19941 -2.84283 0.1 0.0 0.0
C 1.77804 -1.96441 4.18292 0.0 0.0 0.0
C 1.65005 0.12834 2.29533 0.1 0.0 0.1
C -0.46908 -2.78455 3.50965 0.0 0.0 0.0
C -0.10446 1.64463 -2.95202 -0.1 0.0 0.0
C -2.74365 3.26766 0.59915 0.0 0.0 0.0
C 4.09638 -2.18577 -2.70537 -0.1 0.1 0.0
C 1.94344 0.59779 -3.94264 0.0 0.0 0.0
C 4.11802 -3.00740 -1.61544 0.0 0.0 0.0
C 3.13052 -2.90045 -0.62057 0.2 -0.1 -0.1
C 2.11796 -1.10065 -1.83228 0.0 0.0 0.1
C -4.90125 -0.16174 -2.22125 0.0 0.0 0.0
C 0.46226 -0.80749 2.49263 0.2 0.0 0.0
H -1.03146 -2.66581 4.43641 0.0 0.0 0.0
H -5.10767 0.52026 -3.04193 0.0 0.0 0.0
H -4.53654 -1.46092 -0.09478 0.0 0.0 0.0
H -5.49831 -1.06446 -2.37411 0.0 0.0 0.0
H 4.89160 -3.75434 -1.50705 0.0 0.0 0.0
H 2.56273 -0.44453 2.13649 0.0 0.0 0.0
H -5.22017 0.32769 -1.29972 0.0 0.0 0.0
H 0.00720 -3.76415 3.49986 0.0 0.0 0.0
H -2.91322 -0.25812 -2.99740 0.0 0.0 0.0
H 1.78350 0.75423 3.18412 0.0 0.0 0.0
H 2.18607 -1.01922 4.53472 0.0 0.0 0.0
H -0.13575 4.84619 1.53817 0.0 0.0 0.0
H 2.52851 -2.49838 3.59655 0.0 0.0 0.0
H -1.77661 4.95695 2.16454 0.0 0.0 0.0
H 0.85880 2.49233 2.37369 0.0 -0.1 0.0
H -2.76137 3.93316 -0.26609 0.0 0.0 0.0
H -0.87234 1.44695 -2.21186 0.0 0.0 0.0
H -3.03531 -1.86704 0.63952 0.0 0.0 0.0
H 1.82202 1.28368 -4.76968 0.0 0.0 0.0
H -0.54514 1.62519 -3.94991 0.0 0.0 0.0
H 1.52735 -2.55778 5.05895 0.0 0.0 0.0
H -3.06764 2.27731 0.29529 0.0 0.0 0.0
H 3.68429 -0.33937 -4.73330 0.0 0.0 0.0
H -0.61574 3.92336 2.98491 0.0 0.0 0.0
H -1.13755 -2.70080 2.66012 0.0 0.0 0.0
H 1.38414 2.92008 0.74768 0.0 0.0 0.0
H -3.41717 3.65530 1.36040 0.0 0.0 0.0
H 0.27968 2.65640 -2.79981 0.0 0.0 0.0


Result set for electronic energy: -2573.980186 -2531.977242 -3716.820504 -7959.621233 hartree, one per record in the order listed.